C5H9N | the ωB97M-V functional and the def2-TZVPD basis

For the HOMO-LUMO gap, the calculation gives 8.506 eV. The HOMO energy is -8.003 eV. As for the spin multiplicity: 1. For the total energy, the calculation gives -6815.94213 eV. The calculation puts the energy above the lowest of the compared OMol25 structures with the same formula, charge and spin at 116.5 kcal/mol.

Atoms and positions in Å:
C -0.38444 -1.92669 0.43016
C -1.20256 1.23044 -0.49113
C 0.30817 -0.62242 0.56085
C 1.34115 0.19828 -0.05750
C -0.05413 0.77606 0.38336
N 2.50045 0.71867 -0.32879
H 2.49892 1.71232 -0.10906
H 1.05247 -0.75038 -0.72927
H 0.16080 1.43201 1.22755
H -1.07021 -1.99940 -0.42256
H 0.33760 -2.74443 0.37388
H -0.97930 -2.07955 1.33505
H -2.16806 1.12114 0.01367
H -1.24316 0.65074 -1.41854
H -1.09768 2.28321 -0.76768